1.
The following is a quantum chemistry calculation of a 6-piece molecular cluster, C25H62ClNO11P3S2 overall, from the OMol25 dataset.

```
! RIJCOSX wB97M-V def2-TZVPD def2/J DEFGRID3
* xyz -1 1
C 7.629 -1.324 0.692
C 7.654 0.095 1.217
O 7.851 0.384 2.365
O 7.386 1.034 0.246
C 6.010 1.465 0.424
C 5.416 1.980 -0.894
C 4.445 3.140 -0.593
C 2.943 2.734 -0.717
C 2.602 1.800 0.443
P 0.919 0.860 0.454
Cl 2.023 -0.698 1.710
C 1.327 -0.127 -1.111
C 0.151 -0.642 -1.961
O -0.276 -1.957 -1.674
N -0.697 -0.010 0.603
C -0.773 -1.016 1.265
S -1.105 -2.549 1.587
P 0.397 1.859 2.488
S -1.517 2.120 2.863
P -0.170 2.498 -0.721
O -1.610 2.202 -0.731
O -0.055 3.972 -0.031
O 0.246 2.546 -2.294
H 8.267 -1.365 -0.188
H 7.984 -1.994 1.468
H 6.604 -1.592 0.445
H 5.987 2.220 1.209
H 5.425 0.618 0.800
H 4.956 1.160 -1.438
H 6.267 2.411 -1.421
H 4.566 3.577 0.398
H 4.614 3.949 -1.307
H 2.424 3.695 -0.720
H 2.835 2.328 -1.722
H 3.360 1.022 0.465
H 2.767 2.354 1.373
H 2.009 0.392 -1.782
H 1.861 -1.014 -0.775
H -0.727 0.003 -1.974
H 0.522 -0.662 -3.000
H 0.389 -2.434 -1.173
H 0.872 1.021 3.520
H 0.999 3.138 2.599
H 0.733 4.054 0.519
H -0.459 2.128 -2.801
C -5.677 3.555 -2.216
C -5.111 2.564 -3.220
C -5.642 1.159 -2.976
O -3.692 2.575 -3.127
H -5.391 3.281 -1.198
H -5.271 4.550 -2.405
H -6.765 3.602 -2.267
H -5.365 2.878 -4.236
H -5.359 0.810 -1.980
H -5.214 0.461 -3.697
H -6.730 1.126 -3.057
H -3.445 2.305 -2.229
C 0.644 -5.905 4.449
C 1.106 -6.370 3.075
C 2.558 -6.827 3.105
O 0.952 -5.312 2.136
H 1.240 -5.054 4.787
H -0.394 -5.574 4.411
H 0.729 -6.705 5.188
H 0.471 -7.190 2.733
H 3.216 -6.006 3.401
H 2.877 -7.149 2.118
H 2.699 -7.655 3.802
H 1.503 -4.574 2.420
C -4.097 7.032 -0.994
C -2.890 7.768 -1.554
C -2.526 7.252 -2.939
O -1.778 7.612 -0.674
H -3.882 5.965 -0.896
H -4.346 7.401 0.002
H -4.968 7.153 -1.641
H -3.102 8.838 -1.605
H -2.267 6.191 -2.897
H -1.655 7.781 -3.327
H -3.354 7.379 -3.639
H -1.575 6.670 -0.616
C 7.343 -8.298 0.922
C 6.245 -8.856 1.815
C 5.835 -10.254 1.376
O 5.112 -7.991 1.786
H 6.996 -8.221 -0.112
H 7.622 -7.294 1.243
H 8.232 -8.930 0.943
H 6.592 -8.883 2.849
H 5.441 -10.238 0.357
H 5.043 -10.639 2.020
H 6.680 -10.945 1.411
H 4.792 -7.954 0.879
C -10.071 2.953 0.178
C -9.507 1.953 -0.822
C -10.053 0.554 -0.571
O -8.086 1.938 -0.739
H -9.790 2.677 1.197
H -9.667 3.948 -0.009
H -11.160 3.001 0.119
H -9.758 2.268 -1.836
H -9.770 0.205 0.425
H -9.635 -0.152 -1.290
H -11.141 0.532 -0.652
H -7.843 1.662 0.151
*
```

## Properties
orbital gap: 0.251 Eh
HOMO level: -4.817 eV
total energy: -113005.4448 eV
LUMO: 2.03 eV

2.
The following is a quantum chemistry calculation of C25H62N4O9 as an isolated structure, from the OMol25 dataset.

```
! RIJCOSX wB97M-V def2-TZVPD def2/J DEFGRID3
* xyz 2 1
C -3.620 -8.376 -1.141
C -4.195 -7.093 -1.619
C -3.241 -5.977 -1.317
C -3.846 -4.572 -1.452
N -2.924 -3.446 -1.274
C -3.621 -2.171 -1.480
C -4.147 -1.705 -0.153
C -3.073 -2.151 0.821
C -2.432 -3.325 0.154
C -1.776 -3.564 -2.267
C -2.084 -3.813 -3.709
C -0.810 -3.447 -4.500
H -2.592 -8.429 -1.407
H -4.126 -9.251 -1.540
H -3.527 -8.444 -0.061
H -5.189 -6.788 -1.338
H -4.284 -7.210 -2.699
H -2.371 -6.071 -1.935
H -2.927 -6.175 -0.309
H -4.721 -4.483 -0.823
H -4.253 -4.607 -2.457
H -2.809 -1.502 -1.844
H -4.404 -2.263 -2.165
H -4.177 -0.666 -0.236
H -5.148 -2.120 0.061
H -2.372 -1.388 1.083
H -3.461 -2.462 1.758
H -1.323 -3.281 0.179
H -2.682 -4.307 0.570
H -1.197 -4.339 -1.951
H -1.236 -2.662 -2.121
H -2.968 -3.156 -3.996
H -2.254 -4.829 -3.962
H -0.091 -4.208 -4.150
H -0.425 -2.500 -4.254
H -0.907 -3.515 -5.562
C 3.192 5.909 0.569
C 2.429 6.388 -0.679
C 3.380 6.879 -1.784
O 2.665 7.159 -2.939
C 3.522 7.636 -3.979
N 1.631 5.270 -1.277
H 2.218 4.432 -1.333
H 0.757 5.007 -0.767
H 1.356 5.579 -2.192
H 3.602 4.923 0.575
H 2.443 6.042 1.392
H 3.984 6.615 0.841
H 1.620 7.070 -0.429
H 4.154 6.088 -1.961
H 3.916 7.726 -1.432
H 4.322 8.227 -3.585
H 2.955 8.249 -4.657
H 3.896 6.755 -4.502
C 2.595 -2.446 -0.995
C 3.408 -1.804 0.124
C 4.660 -2.588 0.343
O 4.218 -3.816 0.864
C 5.255 -4.775 1.040
N 3.775 -0.376 -0.341
H 2.799 0.304 -0.452
H 4.364 0.063 0.341
H 4.348 -0.428 -1.166
H 1.675 -1.826 -1.160
H 2.358 -3.482 -0.606
H 3.166 -2.398 -1.929
H 2.756 -1.720 1.061
H 5.365 -2.192 1.068
H 5.090 -2.755 -0.659
H 5.632 -5.016 0.029
H 4.813 -5.643 1.417
H 6.152 -4.467 1.587
C -1.086 4.452 3.087
C -1.359 3.198 4.088
C -1.208 3.847 5.523
O 0.026 4.483 5.620
C 0.718 4.220 6.824
N -2.677 2.779 3.801
H -2.815 2.207 2.215
H -3.057 2.208 4.532
H -3.328 3.536 3.527
H -0.073 4.875 3.176
H -1.904 5.223 3.120
H -1.218 4.118 1.996
H -0.590 2.468 3.857
H -1.339 3.026 6.271
H -2.065 4.506 5.550
H 0.102 4.254 7.714
H 1.556 4.936 6.850
H 1.179 3.228 6.802
O -0.695 1.010 1.795
C -1.735 1.169 0.917
O -1.580 0.815 -0.242
O -2.856 1.815 1.258
H 0.110 1.102 1.399
O 0.572 2.615 -1.136
C 1.759 2.067 -0.993
O 1.719 0.884 -0.538
O 2.719 2.734 -1.318
H -0.131 1.933 -1.027
*
```

## Properties
orbital gap: 0.348 Eh
HOMO level: -13.246 eV
total energy: -51304.8169 eV
LUMO: -3.78 eV

3.
The following is a quantum chemistry calculation of C25H63AsF6MgN2O17 as an isolated structure, from the OMol25 dataset.

```
! RIJCOSX wB97M-V def2-TZVPD def2/J DEFGRID3
* xyz 0 1
Mg -1.721 3.012 -1.776
N -3.971 1.636 0.045
O -3.117 2.009 -0.841
O -3.869 0.505 0.521
O -4.907 2.400 0.347
As 0.620 1.631 0.660
F 0.243 -0.003 0.165
F -0.815 1.746 1.655
F 1.080 3.241 1.047
F 1.908 1.621 -0.552
F -0.416 2.418 -0.609
F 1.560 1.003 1.963
C 4.665 2.427 0.706
N 5.947 1.848 1.177
O 6.979 2.302 0.710
O 5.909 0.949 1.996
H 3.868 1.727 0.921
H 4.786 2.470 -0.375
H 4.550 3.429 1.105
C -6.281 1.601 2.922
O -5.087 0.863 3.011
C -3.973 1.539 3.520
C -2.975 0.557 4.115
O -2.744 -0.462 3.157
C -1.656 -1.244 3.591
H -7.032 0.898 2.560
H -6.335 2.475 2.272
H -6.555 1.892 3.946
H -4.176 2.303 4.283
H -3.493 2.026 2.662
H -3.358 0.092 5.035
H -2.073 1.094 4.431
H -1.546 -2.151 2.998
H -1.800 -1.563 4.634
H -0.686 -0.731 3.579
C 0.802 -3.731 -1.921
O 0.242 -4.293 -0.768
C 0.675 -3.592 0.373
C 0.281 -4.288 1.677
O -0.693 -5.277 1.450
C -1.467 -5.529 2.622
H 0.418 -2.713 -2.055
H 0.560 -4.360 -2.779
H 1.893 -3.646 -1.993
H 0.242 -2.579 0.326
H 1.746 -3.356 0.409
H -0.062 -3.584 2.439
H 1.203 -4.736 2.071
H -2.016 -4.616 2.862
H -0.759 -5.856 3.384
H -2.207 -6.308 2.452
C -0.266 -4.427 6.307
O 0.571 -4.230 5.156
C 1.954 -4.321 5.427
C 2.646 -2.996 5.045
O 2.568 -2.950 3.626
C 2.794 -1.628 3.115
H -0.658 -5.446 6.269
H -1.111 -3.743 6.240
H 0.312 -4.272 7.215
H 2.313 -5.186 4.865
H 2.250 -4.521 6.464
H 3.693 -2.951 5.355
H 2.010 -2.202 5.449
H 1.979 -1.022 3.522
H 2.724 -1.756 2.038
H 3.745 -1.146 3.355
C 2.470 -0.379 -2.620
O 2.771 -1.601 -3.253
C 3.844 -1.521 -4.166
C 4.310 -2.887 -4.653
O 4.305 -2.897 -6.054
C 4.725 -4.067 -6.718
H 2.253 0.365 -3.397
H 3.282 -0.121 -1.936
H 1.569 -0.496 -2.019
H 4.678 -0.955 -3.726
H 3.528 -0.829 -4.961
H 3.561 -3.621 -4.332
H 5.290 -3.071 -4.206
H 4.331 -4.071 -7.732
H 4.252 -4.927 -6.231
H 5.810 -4.159 -6.726
C 0.844 4.660 -2.280
O -0.171 3.761 -2.749
C 0.447 2.881 -3.676
C -0.555 1.789 -4.093
O -1.316 1.420 -2.943
C -1.850 0.104 -3.034
H 0.892 5.543 -2.913
H 1.830 4.192 -2.232
H 0.721 4.916 -1.227
H 1.336 2.398 -3.262
H 0.808 3.336 -4.605
H -0.031 0.951 -4.551
H -1.248 2.212 -4.828
H -2.737 -0.023 -2.414
H -1.141 -0.652 -2.695
H -2.171 -0.131 -4.053
C -1.838 5.170 0.362
O -1.894 4.783 -1.023
C -2.621 5.712 -1.869
C -3.590 4.893 -2.709
O -3.019 3.613 -3.068
C -4.005 2.856 -3.749
H -2.811 5.460 0.759
H -1.074 5.943 0.432
H -1.546 4.312 0.968
H -1.869 6.157 -2.527
H -3.023 6.473 -1.208
H -3.728 5.360 -3.688
H -4.568 4.891 -2.222
H -4.809 2.609 -3.047
H -3.607 1.942 -4.177
H -4.545 3.404 -4.528
*
```

## Properties
orbital gap: 0.290 Eh
ΔE to the lowest compared entry with this formula, charge and spin: 0.0 kJ/mol
HOMO level: -8.348 eV
total energy: -147315.0843 eV
LUMO: -0.47 eV

4.
The following is a quantum chemistry calculation of C25H63GaIN4O as an isolated structure, from the OMol25 dataset.

```
! RIJCOSX wB97M-V def2-TZVPD def2/J DEFGRID3
* xyz -1 1
C -1.947 6.183 1.012
C -2.829 5.272 0.123
C -2.217 4.973 -1.267
N -0.892 4.382 -1.226
Ga 0.684 5.379 -1.647
I 0.462 5.944 -4.231
C 2.287 4.189 -1.406
C 2.512 3.852 0.084
O 1.824 2.635 0.375
C 1.805 2.344 1.748
C 0.881 3.281 2.563
H -2.554 6.901 1.588
H -1.231 6.752 0.400
H -1.351 5.606 1.736
H -3.827 5.726 -0.022
H -3.005 4.307 0.633
H -2.935 4.317 -1.812
H -2.175 5.910 -1.849
H -0.787 3.796 -0.408
H 0.843 6.776 -0.876
H 3.185 4.657 -1.838
H 2.121 3.250 -1.948
H 2.115 4.646 0.747
H 3.583 3.727 0.353
H 2.838 2.374 2.150
H 1.453 1.304 1.823
H 0.057 3.622 1.921
H 0.443 2.751 3.421
H 1.405 4.169 2.943
C -2.705 2.113 -4.055
C -1.216 1.900 -3.838
N -0.883 0.512 -3.522
C 0.461 0.336 -2.996
C 1.632 0.638 -3.937
C -1.310 -0.488 -4.480
C -0.844 -0.354 -5.936
H -3.274 1.757 -3.193
H -2.895 3.181 -4.175
H -3.079 1.606 -4.947
H -0.904 2.516 -2.991
H -0.672 2.285 -4.712
H 0.546 -0.699 -2.646
H 0.550 0.972 -2.112
H 1.745 -0.121 -4.713
H 2.560 0.674 -3.362
H 1.513 1.610 -4.419
H -2.405 -0.509 -4.481
H -0.995 -1.461 -4.086
H -0.963 0.671 -6.292
H -1.443 -1.003 -6.580
H 0.203 -0.629 -6.062
C -0.186 -5.830 -1.551
C -0.827 -4.479 -1.830
N -2.111 -4.309 -1.169
C -2.851 -3.152 -1.646
C -2.256 -1.781 -1.336
C -2.104 -4.475 0.274
C -1.124 -3.600 1.062
H -0.876 -6.640 -1.793
H 0.712 -5.946 -2.161
H 0.113 -5.936 -0.507
H -1.014 -4.391 -2.904
H -0.106 -3.684 -1.584
H -3.865 -3.211 -1.237
H -2.950 -3.261 -2.731
H -2.385 -1.503 -0.289
H -2.739 -1.013 -1.943
H -1.192 -1.734 -1.573
H -1.896 -5.525 0.502
H -3.122 -4.287 0.624
H -0.131 -3.607 0.608
H -1.022 -3.982 2.081
H -1.451 -2.562 1.126
C 2.726 -0.829 3.349
C 1.717 -1.876 3.796
N 2.335 -3.122 4.231
C 1.396 -4.224 4.351
C 0.314 -4.137 5.433
C 3.331 -3.010 5.286
C 2.898 -2.354 6.602
H 3.388 -1.237 2.585
H 2.204 0.032 2.928
H 3.337 -0.467 4.177
H 1.071 -2.127 2.950
H 1.059 -1.434 4.561
H 1.975 -5.142 4.495
H 0.903 -4.324 3.379
H 0.717 -4.300 6.432
H -0.446 -4.900 5.254
H -0.186 -3.167 5.422
H 4.182 -2.453 4.888
H 3.700 -4.020 5.485
H 2.342 -1.432 6.421
H 3.779 -2.094 7.192
H 2.272 -3.008 7.207
*
```

## Properties
orbital gap: 0.249 Eh
HOMO level: -4.545 eV
total energy: -95433.3453 eV
LUMO: 2.23 eV